Below is a structure of composition C4H7NS at a distorted geometry, with properties calculated with the ωB97M-V functional and the def2-TZVPD basis.

## Properties
F_max = 3.93 eV/Å
Molar mass = 101.17 g mol⁻¹
2S+1 = 1
HOMO energy = -7.89 eV
LUMO level = -0.00631 Ha
Frontier orbital gap = 7.72 eV
Relative energy (zero: lowest compared OMol25 entry of this formula, charge and spin) = 95.5 kcal per mole

```
13
C4H7NS, DFT the ωB97M-V functional and the def2-TZVPD basis
C -0.67 0.40 -2.02
C -0.10 0.09 -0.87
C 0.16 0.09 1.70
C 0.35 -0.60 0.30
N -0.17 1.53 -2.60
S 1.13 2.04 -1.49
H -1.46 -0.18 -2.35
H 0.53 1.07 1.46
H 0.76 -0.41 2.37
H -0.87 0.16 2.14
H -0.19 -1.49 0.34
H 1.28 -1.03 0.23
H 0.07 1.43 -3.58
```

Below is a cluster of 2 separate species, C4H10NO in total, with properties calculated with the ωB97M-V functional and the def2-TZVPD basis.

## Properties
F_max = 0.78 eV/Å
Molar mass = 88.13 g mol⁻¹
2S+1 = 2
HOMO energy (spin up / spin down) = -19.63 / -19.63 eV
LUMO level (spin up / spin down) = -0.42407 / -0.51721 Ha
Total charge = +2
Frontier orbital gap (spin up / spin down) = 8.09 / 5.55 eV
Relative energy (zero: lowest compared OMol25 entry of this formula, charge and spin) = 42.1 kcal per mole

```
16
C4H10NO, DFT the ωB97M-V functional and the def2-TZVPD basis
C 0.76 -0.69 1.58
C -0.23 0.08 2.23
C 1.49 -1.69 -0.41
N 0.63 -0.95 0.24
H 1.65 -1.06 2.06
H -1.08 0.48 1.68
H -0.15 0.29 3.29
H 1.36 -1.78 -1.48
H 2.29 -2.20 0.10
H -0.22 -0.48 -0.29
C -0.86 1.64 -1.62
O -1.20 0.46 -0.82
H -1.74 2.29 -1.66
H -0.06 2.16 -1.11
H -0.60 1.34 -2.63
H -2.03 0.11 -1.15
```

Below is an isolated molecule of C5H6N2O3 at a distorted geometry, with properties calculated with the ωB97M-V functional and the def2-TZVPD basis.

## Properties
F_max = 4.27 eV/Å
Molar mass = 142.11 g mol⁻¹
2S+1 = 1
HOMO energy = -9.68 eV
LUMO level = 0.01379 Ha
SMILES string = [O-][N+](O)(O)c1ccccn1
Frontier orbital gap = 10.05 eV
Relative energy (zero: lowest compared OMol25 entry of this formula, charge and spin) = 150.8 kcal per mole

```
16
C5H6N2O3, DFT the ωB97M-V functional and the def2-TZVPD basis
C -1.90 0.75 0.61
C -2.45 -0.32 -0.05
C -0.54 0.97 0.52
C -1.68 -1.14 -0.88
C 0.13 0.02 -0.29
N -0.40 -1.00 -0.94
N 1.77 -0.06 -0.24
O 1.91 -0.52 1.02
O 2.23 -0.81 -1.13
O 2.80 1.28 -0.15
H -2.53 1.42 1.13
H -3.43 -0.52 0.26
H -0.04 1.73 1.22
H -2.03 -2.03 -1.31
H 2.69 -0.99 1.12
H 3.47 1.23 -0.87
```

Q: Look up the 2S+1 of the second one.
A: 2

Q: The highest molar mass belongs to which entry?
A: C5H6N2O3